C3H10N2O | wB97M-V/def2-TZVPD

The calculation puts the HOMO-LUMO gap at 8.75 eV. Its HOMO energy is -8.666 eV. The lowest unoccupied orbital energy comes out at 0.003 Ha. The value obtained for the calculated total energy is -8297.0653 eV. Its relative energy (zero: lowest compared OMol25 entry of this formula, charge and spin) is 4.439 eV. The value obtained for the max |F| is 2.35 eV/A.

Structure (XYZ):
```
16
Properties=species:S:1:pos:R:3:forces:R:3:mulliken_charge:R:1
C 0.362190 0.081857 -0.147057 -0.288 1.837 1.061 0.830
C 0.726992 -0.880459 0.975384 -0.396 -0.328 -0.392 -1.457
C 1.557395 0.761589 -0.801939 -0.265 -0.194 -0.350 -1.320
N -0.671511 0.980707 0.047110 0.493 -1.607 0.291 -0.276
N -1.584888 0.674648 0.916255 0.736 0.889 -0.240 -0.173
O -1.664474 -0.667083 -1.598467 0.953 0.827 -0.100 -0.834
H -2.506877 -1.114463 -1.768577 0.988 -0.521 0.328 0.212
H -0.471396 -0.537933 -1.083318 -2.265 -0.561 -0.288 0.413
H -1.431992 0.014295 1.676308 -0.135 -0.019 -0.431 0.202
H -2.378990 1.306208 0.928974 0.237 -0.372 0.099 0.236
H -0.096464 -1.558239 1.214618 0.048 -0.037 0.010 0.396
H 2.251422 0.010213 -1.182864 -0.036 0.082 -0.028 0.353
H 1.025658 -0.355472 1.888096 -0.019 0.116 -0.053 0.372
H 1.567522 -1.500533 0.660766 -0.083 0.043 0.025 0.373
H 2.096533 1.398847 -0.095169 -0.036 -0.104 0.045 0.318
H 1.218881 1.385818 -1.630120 0.068 -0.051 0.026 0.356
```
Positions in Å, forces in eV/Å.

C3H10N2O | wB97M-V/def2-TZVPD

The calculation puts the HOMO-LUMO gap at 9.35 eV. The SMILES is NC=O.CCN. Its HOMO energy is -8.549 eV. The lowest unoccupied orbital energy comes out at 0.029 Ha. The value obtained for the calculated total energy is -8300.4548 eV. Its relative energy (zero: lowest compared OMol25 entry of this formula, charge and spin) is 1.049 eV. The value obtained for the max |F| is 1.46 eV/A.

Structure (XYZ):
```
16
Properties=species:S:1:pos:R:3:forces:R:3:mulliken_charge:R:1
N 0.672553 -2.303965 2.500464 1.408 0.393 0.003 -0.341
C 1.532087 -1.441067 3.137665 -0.830 -0.047 0.083 0.150
O 1.199987 -0.654205 3.992471 0.129 -0.018 -0.213 -0.531
H -0.299008 -2.332085 2.715716 -0.391 -0.038 0.300 0.219
H 1.109601 -3.063136 2.014528 -0.281 -0.168 -0.266 0.218
H 2.566527 -1.513754 2.759302 -0.038 -0.115 0.080 0.288
C -0.184298 0.154002 -1.481978 0.628 0.035 1.307 -0.978
C -1.154600 1.336677 -1.425672 -0.438 -0.063 -0.251 -0.143
N -0.969593 2.281204 -2.512823 -0.512 -0.855 0.776 -0.453
H 0.458451 0.164279 -0.591186 -0.038 0.219 -0.043 0.196
H -0.678658 -0.805308 -1.371052 -0.163 -0.149 -0.617 0.254
H 0.547306 0.176123 -2.286466 -0.408 -0.085 -0.457 0.367
H -2.189670 0.961544 -1.415446 0.135 -0.095 -0.121 0.177
H -1.046908 1.831325 -0.465383 0.155 0.243 0.154 0.251
H -1.187905 3.235294 -2.322793 0.364 0.227 -0.389 0.163
H -0.375868 1.973074 -3.247353 0.281 0.517 -0.347 0.162
```
Positions in Å, forces in eV/Å.